# 1
A single C8H8IN molecule, computed with ωB97M-V/def2-TZVPD.

The geometry in ORCA input format:
```
! RIJCOSX wB97M-V def2-TZVPD def2/J DEFGRID3
* xyz 0 1
C -0.03610 0.98196 -0.16076
H 1.27303 1.72122 1.25108
C 0.71343 -2.10900 -0.85578
H 0.14512 -2.12566 2.12274
C 0.16579 2.11422 -1.14576
H -0.98644 -0.25951 -1.75446
H 0.96956 -0.24989 2.88859
C -0.37930 -1.56679 -0.04428
C 0.49974 -0.22926 1.90282
I -2.97765 0.18164 -0.11760
N 1.62109 -2.52496 -1.45586
C 0.62024 0.84422 1.01131
C 0.01158 -1.35414 1.35601
H 0.70870 1.65613 -1.93345
C -0.83810 -0.23117 -0.59211
H -1.23795 -2.17523 -0.18313
H 0.62108 3.06946 -0.85085
H -0.89381 2.25676 -1.43851
*
```

Computed properties:
LUMO ... -0.28 eV
Structure (SMILES) ... CC1=CC=C[C@H](C#N)[C@H]1I
Orbital gap ... 8.5 eV

Atomic partial charges in e from the natural (NBO) method, atoms 1 to 8:
1. C -0.005
2. H 0.212
3. C 0.294
4. H 0.225
5. C -0.640
6. H 0.260
7. H 0.231
8. C -0.435

=====

# 2
A single C8H8N2O3 molecule, computed with ωB97M-V/def2-TZVPD.

The geometry in ORCA input format:
```
! RIJCOSX wB97M-V def2-TZVPD def2/J DEFGRID3
* xyz 0 1
C 0.38140 0.81397 -0.11538
C -2.42454 -1.56094 -0.22342
N 1.38914 -0.15219 -0.24048
H 1.09506 -1.10670 -0.22297
O 3.44553 -0.60406 1.38963
C 2.64808 0.21023 -0.84024
C -0.95499 0.24560 0.08155
H -1.80676 2.15587 0.77558
H -2.52750 -2.60560 -0.38007
C -1.93851 1.12996 0.46279
C -3.29087 0.64208 0.26396
H 2.89902 -0.22660 -1.75286
O 4.88720 -0.32411 -0.26026
O 0.60026 2.06154 -0.16553
C 3.73047 -0.29038 0.13951
H 2.66172 1.31473 -0.86083
N -1.14335 -1.03325 -0.19570
H -4.53802 -1.21459 -0.14418
C -3.50553 -0.72997 0.06714
H 2.46876 -0.04642 1.66917
H -4.07655 1.32086 0.55258
*
```

Computed properties:
LUMO ... -0.24 eV
Structure (SMILES) ... O=C(O)CNC(=O)c1ccccn1
Orbital gap ... 9.6 eV

Atomic partial charges in e from the natural (NBO) method, atoms 1 to 8:
1. C 0.639
2. C 0.036
3. N -0.630
4. H 0.429
5. O -0.659
6. C -0.342
7. C 0.053
8. H 0.251

=====

# 3
A single C8H8N2O3 molecule, computed with ωB97M-V/def2-TZVPD.

The geometry in ORCA input format:
```
! RIJCOSX wB97M-V def2-TZVPD def2/J DEFGRID3
* xyz 0 1
H -2.05120 -2.46545 0.29700
C 2.09352 -0.29232 -0.10706
H 2.02348 1.71857 0.54536
C -1.83030 0.96930 1.25752
N -2.61288 -0.65724 -0.52789
C 2.68467 1.08682 -0.11441
H 3.68571 -1.39891 0.35856
H 2.51668 1.58976 -1.07564
C -2.63053 0.66515 0.10517
C -1.68551 0.50683 -0.99406
H -3.64057 0.99962 0.01558
N -1.52289 -1.54825 0.01323
H -1.80941 0.78429 -1.98880
C -0.29268 0.62680 -0.35669
O 2.87531 -1.36151 -0.24041
H -2.12013 1.76640 2.02402
O 0.38562 -2.83771 -0.06658
O -0.50824 0.84583 0.94297
H 3.77646 1.15878 0.35234
C 0.78448 -0.41784 -0.30153
C -0.12160 -1.73892 -0.13868
*
```

Computed properties:
LUMO (spin up / spin down) ... -0.12 / -0.01 eV
Orbital gap (spin up / spin down) ... 7.8 / 7.9 eV

Atomic partial charges in e from the natural (NBO) method, atoms 1 to 8:
1. H 0.409
2. C 0.381
3. H 0.238
4. C 0.096
5. N -0.163
6. C -0.692
7. H 0.490
8. H 0.248

=====

# 4
A single C8H8N2O3S molecule, computed with ωB97M-V/def2-TZVPD.

The geometry in ORCA input format:
```
! RIJCOSX wB97M-V def2-TZVPD def2/J DEFGRID3
* xyz 0 1
S 2.03689 -0.77752 1.12647
O 3.20579 -1.42492 1.52423
H -0.97611 -2.21154 -2.12066
H -0.71317 1.51740 1.76083
C 2.33488 0.94292 1.09881
H -1.70561 1.88064 -2.89332
C -0.86785 -0.99634 -0.38620
C -0.48708 0.59907 1.45065
H -1.44945 -0.25513 -3.73176
C -1.03638 -1.27215 -1.78664
C -0.92022 0.32462 0.16544
O -1.06920 -0.67546 3.16816
N -0.15513 -0.46706 2.35520
O 1.52191 -0.97797 -0.23807
H -1.36146 2.33505 -0.29342
C -1.50825 1.02568 -2.13629
H 2.85605 1.28598 1.89812
H -0.65487 -1.95527 0.16218
C -1.30103 1.34271 -0.82120
H 2.62741 1.18514 0.06746
N 0.92458 -1.13032 2.32233
C -1.30170 -0.29553 -2.69233
*
```

Computed properties:
LUMO (spin up / spin down) ... -1.77 / -1.66 eV
Orbital gap (spin up / spin down) ... 7.8 / 6.6 eV

Atomic partial charges in e from the natural (NBO) method, atoms 1 to 8:
1. S 2.206
2. O -0.901
3. H 0.208
4. H 0.219
5. C -0.572
6. H 0.220
7. C -0.093
8. C -0.045

=====

# 5
C8H8N3S2 as an isolated structure, computed with ωB97M-V/def2-TZVPD.

The geometry in ORCA input format:
```
! RIJCOSX wB97M-V def2-TZVPD def2/J DEFGRID3
* xyz 1 1
N -1.23649 -0.48181 0.31691
C 0.54739 -0.85842 -2.78766
C 1.54078 0.74628 0.57136
C 1.23285 -0.00691 -1.90704
C 0.84175 -0.04654 -0.49637
C -1.19110 0.98302 0.33487
N 2.22249 0.67140 -2.42617
H 0.81479 -1.32664 -4.79086
N 0.98971 -0.66267 -4.03507
H -1.94854 1.35404 -0.46844
S -0.41995 -2.12034 -2.21222
H 0.44124 2.23283 -0.40813
H -2.06556 -0.97398 0.35984
C -0.18567 -1.12529 -0.18721
H 2.47527 2.12645 1.66791
H -1.73129 1.25556 1.30746
H 0.18867 -2.02932 0.36647
H 3.59476 0.81040 1.05648
C 2.63123 1.20998 1.18565
S 2.37444 0.41270 -3.96151
C 0.21394 1.30164 0.09166
*
```

Computed properties:
LUMO ... -4.61 eV
Orbital gap ... 8.0 eV

Atomic partial charges in e from the natural (NBO) method, atoms 1 to 8:
1. N -0.548
2. C 0.050
3. C 0.038
4. C 0.147
5. C -0.183
6. C -0.230
7. N -0.528
8. H 0.460

=====

# 6
An isolated ion of composition C8H8NOS and charge +1, computed with ωB97M-V/def2-TZVPD.

The geometry in ORCA input format:
```
! RIJCOSX wB97M-V def2-TZVPD def2/J DEFGRID3
* xyz 1 1
C -1.48335 -1.92081 -0.07396
C 0.95897 -2.06535 -0.22527
C -0.27553 -2.67797 -0.16495
C -1.35753 -0.53752 0.01545
H 2.00729 -0.38500 -0.06201
H 2.30092 1.12430 0.13374
C -0.11128 0.13390 -0.04426
H 2.63359 2.81348 -0.62545
O 0.71015 2.32771 -0.43984
C 1.03281 -0.68994 -0.01131
H 1.82334 -2.68901 -0.47492
H -3.75498 2.31976 0.89607
S -2.95575 0.23880 0.13098
C -2.85102 1.72171 0.74903
N -0.22692 1.44887 -0.34459
H -0.33550 -3.72327 -0.25344
H -2.38949 -2.31712 -0.25921
C 2.10373 2.21603 0.06123
H 2.17055 2.66143 0.99270
*
```

Computed properties:
LUMO (spin up / spin down) ... -6.58 / -6.58 eV
Orbital gap (spin up / spin down) ... 5.7 / 5.6 eV

Atomic partial charges in e from the natural (NBO) method, atoms 1 to 8:
1. C -0.209
2. C -0.201
3. C -0.052
4. C -0.088
5. H 0.216
6. H 0.191
7. C -0.028
8. H 0.236

=====

# 7
C8H8NS2 as an isolated structure, computed with ωB97M-V/def2-TZVPD.

The geometry in ORCA input format:
```
! RIJCOSX wB97M-V def2-TZVPD def2/J DEFGRID3
* xyz 1 1
H 2.08044 1.90113 0.48642
C 2.57671 -1.16265 0.52955
C -3.11111 -1.72547 -0.51584
H 0.96989 3.41251 0.21067
N -1.21548 -0.49034 -0.49045
C 1.79705 -0.51198 -0.31798
H -1.08948 -2.56018 -0.91209
S -3.77770 -0.13440 -0.32448
S -1.48504 1.93048 0.09612
C 0.51578 0.18072 -0.21254
C 0.13199 1.40661 0.13673
C 1.16148 2.40317 0.64635
C -1.72841 -1.70990 -0.63833
C -2.14244 0.42484 -0.30045
H 2.32843 -1.38382 1.53107
H 2.23396 -0.45272 -1.37871
H 1.15304 2.64432 1.74689
H 3.39705 -1.68866 0.14237
H -3.79617 -2.48367 -0.43530
*
```

Computed properties:
LUMO ... -4.25 eV
Orbital gap ... 8.5 eV

Atomic partial charges in e from the natural (NBO) method, atoms 1 to 8:
1. H 0.245
2. C -0.206
3. C -0.388
4. H 0.253
5. N -0.332
6. C -0.338
7. H 0.259
8. S 0.581

=====

# 8
C8H9Br12ClNO as an isolated structure, computed with ωB97M-V/def2-TZVPD.

The geometry in ORCA input format:
```
! RIJCOSX wB97M-V def2-TZVPD def2/J DEFGRID3
* xyz -1 1
C 2.06031 -0.31089 1.54874
Br -1.85069 5.94715 -2.14527
C -0.49028 7.09465 -2.93053
C -2.54287 -0.27109 1.10266
C -0.91924 -0.24148 1.33995
Cl -3.39260 1.41272 1.05810
Br -2.48666 -5.21952 0.73628
Br -0.94879 7.62324 -4.74563
C 1.21663 -0.77587 0.39039
H 0.30410 -4.66795 2.44917
H 1.60395 -0.62039 -0.72237
Br 2.16254 0.73417 -1.89540
Br 1.90207 -2.83587 1.88602
Br -4.60105 -5.24878 -1.69546
O -3.20522 -1.44230 0.98744
H -3.29614 -3.35986 -0.71753
H 1.86550 -0.57981 2.67335
H -0.60347 -0.21431 2.46664
Br -1.55618 -4.33251 -2.21872
Br 1.73598 -4.72410 4.49214
H 3.57976 2.77648 -1.67744
H 2.95680 0.42630 1.27084
N -0.17559 -1.39474 0.63623
Br 1.48438 3.81656 -2.54622
C 2.52475 2.59258 -1.44906
C 1.38695 -4.57702 2.58406
H -0.51217 0.74068 0.82732
C -3.02298 -4.39609 -0.94257
Br 2.28556 2.94085 0.44980
Br 2.20789 -6.02958 1.58394
Br -0.10284 8.63294 -1.80459
H 0.42959 6.50385 -2.99229
*
```

Computed properties:
LUMO ... 1.25 eV
Orbital gap ... 4.5 eV

Atomic partial charges in e from the natural (NBO) method, atoms 1 to 8:
1. C -0.668
2. Br 0.106
3. C -0.490
4. C 0.579
5. C -0.347
6. Cl -0.140
7. Br 0.085
8. Br 0.075

=====

# 9
C8H9Br2N as an isolated structure, computed with ωB97M-V/def2-TZVPD.

The geometry in ORCA input format:
```
! RIJCOSX wB97M-V def2-TZVPD def2/J DEFGRID3
* xyz 0 1
H 2.25792 0.23455 -1.39707
C -1.54696 1.37372 -1.37234
C -0.15525 -0.12079 -0.09700
C 2.50531 0.08748 -0.35248
H 1.83267 -1.83629 1.86331
C -0.29600 0.99603 -0.91649
C -2.67671 0.65744 -1.02209
H -3.41172 -1.04589 0.05282
N 1.05099 -0.62731 0.36239
H -3.64655 0.97538 -1.37376
Br 2.93208 1.74261 0.51279
H 1.82320 -0.09548 2.25410
Br 3.87601 -1.21772 -0.17543
H 0.55597 1.59873 -1.19269
H -1.63727 2.24565 -2.00257
H 0.31163 -1.00221 2.25799
C -2.54424 -0.46324 -0.21936
C 1.27276 -0.90365 1.75239
C -1.30164 -0.85405 0.23184
H -1.20220 -1.74494 0.83365
*
```

Computed properties:
LUMO ... 0.47 eV
Orbital gap ... 8.6 eV

Atomic partial charges in e from the natural (NBO) method, atoms 1 to 8:
1. H 0.223
2. C -0.199
3. C 0.141
4. C -0.249
5. H 0.205
6. C -0.232
7. C -0.248
8. H 0.213

=====

# 10
A 2-piece molecular cluster, C8H9Br2NO overall, computed with ωB97M-V/def2-TZVPD.

The geometry in ORCA input format:
```
! RIJCOSX wB97M-V def2-TZVPD def2/J DEFGRID3
* xyz 0 1
C 2.41427 4.18301 0.25598
H 2.41440 2.50465 -2.71020
H -0.00669 3.53708 0.98306
N 0.74857 0.29163 0.67444
H 2.84671 3.32801 2.19804
H 1.16178 -0.47638 1.20917
C 0.65007 1.51586 1.27397
Br 3.14121 -0.07429 -1.46498
O 1.03866 1.71079 2.41727
H 0.42265 0.13169 -0.28198
H -1.00067 2.32003 0.12278
H 2.02299 4.79697 -1.78352
C 2.75277 3.14253 1.11990
C 2.84683 1.64968 -0.76815
C 2.50833 2.69014 -1.63207
H 0.62028 2.75671 -0.50262
C 2.29025 3.96735 -1.11575
C 2.97084 1.86534 0.60359
Br 2.11993 5.90692 0.95298
H 3.23810 1.03574 1.27137
C 0.02771 2.59331 0.41322
*
```

Computed properties:
LUMO ... 0.58 eV
Structure (SMILES) ... Brc1ccc(Br)cc1.CC(N)=O
Orbital gap ... 9.6 eV

Atomic partial charges in e from the natural (NBO) method, atoms 1 to 8:
1. C -0.102
2. H 0.239
3. H 0.240
4. N -0.843
5. H 0.260
6. H 0.409
7. C 0.698
8. Br 0.067

=====

# 11
A single C8H9BrN2 molecule, computed with ωB97M-V/def2-TZVPD.

The geometry in ORCA input format:
```
! RIJCOSX wB97M-V def2-TZVPD def2/J DEFGRID3
* xyz 0 1
H -1.83407 -1.94062 -1.01929
N 0.54703 0.71024 0.87048
C -1.06679 0.81785 -1.22094
H -1.43833 0.71800 -3.26080
H 0.70142 -2.17549 2.12057
C -0.21327 0.09062 -0.06640
C 0.55983 -1.35846 1.48552
H -1.97265 -4.21952 -0.24000
Br -2.25234 2.26963 -0.68911
C -0.92492 0.32400 -2.43956
H -0.60216 -4.00027 0.95229
C 1.10023 2.04833 0.62161
C -1.17147 -3.57490 0.07841
H 0.52856 2.31473 -0.19854
H 1.25442 2.73973 1.48271
C -0.38333 -1.22871 0.42333
C -1.12457 -2.27014 -0.23347
H -0.17855 -0.51562 -2.63696
N 1.05194 -0.14532 1.77742
H 2.16271 1.95899 0.34245
*
```

Computed properties:
LUMO ... 0.51 eV
Structure (SMILES) ... C=Cc1cnn(C)c1C(=C)Br
Orbital gap ... 8.9 eV

Atomic partial charges in e from the natural (NBO) method, atoms 1 to 8:
1. H 0.208
2. N -0.156
3. C -0.102
4. H 0.215
5. H 0.210
6. C 0.123
7. C -0.032
8. H 0.202

=====

no.,maximum force (eV/A)
1,4.3
2,5.4
3,5.0
4,4.7
5,4.2
6,5.2
7,3.3
8,9.4
9,5.0
10,1.2
11,3.5